Below is 2 unconnected molecules or ions with the total composition CHBr2FS in a non-equilibrium geometry, with properties calculated with ωB97M-V/def2-TZVPD.

Geometry as XYZ:
```
6
Properties=species:S:1:pos:R:3:forces:R:3:mulliken_charge:R:1
C -0.34228 -0.44117 -0.72193 0.90 -1.72 -0.66 0.208
F 0.55426 -1.09659 -1.52332 -0.73 0.42 0.91 -0.168
S 1.47496 0.54070 2.25567 -0.86 0.98 -0.81 -0.163
Br -1.66099 -1.65069 -0.07061 0.32 0.65 -0.23 -0.038
Br -0.71172 1.20262 -1.45172 -0.49 0.64 -0.04 -0.002
H 0.68577 1.44512 1.51191 0.86 -0.98 0.82 0.163
```
Positions in Å, forces in eV/Å.

Values from the calculation:
Charge: 0
Energy, eV: -154687.17539
Kohn-Sham gap (alpha / beta), eV: 9.210 / 6.309

---

Below is a molecular structure, CHBr2IO2S in a non-equilibrium geometry, with properties calculated with ωB97M-V/def2-TZVPD.

Geometry as XYZ:
```
8
Properties=species:S:1:pos:R:3:forces:R:3:mulliken_charge:R:1
C 0.19975 0.78434 -0.07053 0.75 2.65 -1.39 -0.163
O 0.50888 -1.02146 1.85644 -1.42 0.18 2.22 -0.475
O 2.32057 -0.51234 0.35395 1.94 0.54 -0.67 -0.517
S 0.94399 -0.61863 0.59392 0.01 -1.19 -2.16 0.735
Br -1.44257 1.19262 0.43772 -0.74 0.21 0.45 0.190
Br -3.24111 0.96395 -1.51787 -0.13 -0.15 -0.14 -0.181
I 0.05963 -2.39565 -0.84962 0.02 0.29 -0.08 0.057
H 0.65087 1.60718 -0.80402 -0.42 -2.52 1.75 0.355
```
Positions in Å, forces in eV/Å.

Values from the calculation:
Charge: 0
Energy, eV: -164165.03156
Kohn-Sham gap (alpha / beta), eV: 7.266 / 7.028

---

Below is a molecular structure, CHBr2NO in a non-equilibrium geometry, with properties calculated with ωB97M-V/def2-TZVPD.

Geometry as XYZ:
```
6
Properties=species:S:1:pos:R:3:forces:R:3:mulliken_charge:R:1
C -0.27875 0.02291 -0.01217 -4.26 -1.27 -0.01 0.013
N 1.10542 0.26322 -0.18868 2.23 -0.29 -1.17 -0.028
O 1.66064 -0.48326 -0.96133 -0.78 0.63 0.55 -0.245
Br -1.21907 1.72203 0.22254 0.49 -0.34 -0.11 -0.051
Br -0.26891 -0.96506 1.71285 -0.09 0.28 -0.72 -0.061
H -0.99934 -0.55984 -0.77321 2.42 0.99 1.47 0.372
```
Positions in Å, forces in eV/Å.

Values from the calculation:
Charge: 0
Energy, eV: -144672.50985
Kohn-Sham gap, eV: 8.978

---

Below is a molecular structure, CHBr2NO2 in a non-equilibrium geometry, with properties calculated with ωB97M-V/def2-TZVPD.

Geometry as XYZ:
```
7
Properties=species:S:1:pos:R:3:forces:R:3:mulliken_charge:R:1
C -0.51437 0.42670 0.15011 -1.18 2.10 -2.39 -0.196
N -1.10452 -0.87862 0.10488 0.54 -0.96 -1.05 0.854
O -2.24848 -0.96940 -0.34332 0.85 0.53 0.73 -0.509
O -0.36972 -1.82847 0.35410 -0.47 0.46 0.43 -0.496
Br 1.09078 0.90811 0.83192 0.25 -0.48 0.41 0.068
Br 4.01311 1.19011 -0.41132 -0.18 -0.05 0.03 -0.061
H -0.86679 1.15157 -0.68638 0.19 -1.61 1.83 0.339
```
Positions in Å, forces in eV/Å.

Values from the calculation:
Charge: 0
Energy, eV: -146717.09263
Kohn-Sham gap (alpha / beta), eV: 6.364 / 8.846

---

Below is a molecular structure, CHBr3, with properties calculated with ωB97M-V/def2-TZVPD.

Geometry as XYZ:
```
5
Properties=species:S:1:pos:R:3:forces:R:3:mulliken_charge:R:1
C 0.02392 0.03876 -0.12150 0.16 0.08 0.02 -0.307
Br -1.40659 -1.21944 -0.22679 -0.21 -0.19 -0.05 0.003
Br 1.61384 -0.76530 0.60110 0.06 -0.01 0.03 -0.003
Br -0.49449 1.59761 0.87554 0.03 0.06 -0.02 -0.001
H 0.26332 0.34837 -1.12835 -0.04 0.06 0.01 0.309
```
Positions in Å, forces in eV/Å.

Values from the calculation:
Charge: 0
Energy, eV: -211180.24381
Kohn-Sham gap, eV: 10.381

---

Below is a molecular structure, CHBr4O2P in a non-equilibrium geometry, with properties calculated with ωB97M-V/def2-TZVPD.

Geometry as XYZ:
```
9
Properties=species:S:1:pos:R:3:forces:R:3:mulliken_charge:R:1
C -1.80014 -1.44395 2.73924 1.92 -0.36 1.41 0.140
O 0.41709 0.24474 0.22804 1.79 -0.77 -0.68 -0.403
O -1.36304 -1.00861 1.61480 1.50 0.56 -2.03 -0.341
P 0.61818 -0.96746 1.21787 -1.70 -1.14 0.89 0.560
Br -0.94233 -0.21596 4.18426 -0.98 0.15 -0.05 -0.121
Br -0.91427 -3.13729 3.23801 0.12 -0.78 0.03 -0.078
Br -3.66687 -1.78484 2.81075 -0.38 0.61 0.08 -0.019
Br 0.61830 -2.64154 -0.21180 0.06 0.03 0.01 -0.110
H -0.36336 0.66997 0.48120 -2.34 1.69 0.35 0.372
```
Positions in Å, forces in eV/Å.

Values from the calculation:
Charge: 0
Energy, eV: -294607.04937
Kohn-Sham gap, eV: 8.998

---

Below is 2 unconnected molecules or ions with the total composition CHBrCl2S in a non-equilibrium geometry, with properties calculated with ωB97M-V/def2-TZVPD.

Geometry as XYZ:
```
6
Properties=species:S:1:pos:R:3:forces:R:3:mulliken_charge:R:1
C -1.64047 -0.36550 -0.41321 0.07 2.16 1.90 0.257
S -1.60839 -1.53224 -1.52608 0.12 -1.82 -1.94 -0.058
Cl 2.81795 0.64471 0.34135 1.11 -0.09 1.09 -0.237
Cl -2.43640 -0.65670 1.06827 -0.04 0.03 0.07 -0.148
Br -0.91024 1.33793 -0.73768 -0.14 -0.37 -0.04 -0.062
H 3.77755 0.57180 1.26735 -1.11 0.08 -1.09 0.248
```
Positions in Å, forces in eV/Å.

Values from the calculation:
2S+1: 3
Charge: 0
Energy, eV: -106972.82254
Kohn-Sham gap (alpha / beta), eV: 7.800 / 7.231

---

Below is a molecular structure, CHBrCl3Zr in a non-equilibrium geometry, with properties calculated with ωB97M-V/def2-TZVPD.

Geometry as XYZ:
```
7
Properties=species:S:1:pos:R:3:forces:R:3:mulliken_charge:R:1
Zr -1.37232 -7.50925 1.47545 -0.04 -0.20 0.03 1.947
Br 0.48563 -3.46083 1.93553 0.02 0.07 -0.02 0.161
C 0.13873 2.11748 -0.62347 -1.01 0.32 -0.03 0.118
Cl 1.83014 1.79714 -1.09107 -0.18 0.48 0.44 0.107
Cl -0.75374 2.40603 -2.15970 0.55 0.24 1.11 0.165
Cl -0.01870 3.41931 0.64001 0.52 -0.97 -1.52 0.177
H -0.30976 1.23012 -0.17677 0.13 0.05 -0.01 0.325
```
Positions in Å, forces in eV/Å.

Values from the calculation:
Charge: +3
Energy, eV: -109897.48216
Kohn-Sham gap, eV: 2.084

---

Below is 2 unconnected molecules or ions with the total composition CHBrClFS in a non-equilibrium geometry, with properties calculated with ωB97M-V/def2-TZVPD.

Geometry as XYZ:
```
6
Properties=species:S:1:pos:R:3:forces:R:3:mulliken_charge:R:1
C 0.32129 -0.10001 -0.42274 0.98 -0.31 1.37 0.333
F 0.06142 -0.52093 1.95273 0.18 0.57 -2.13 -0.640
S -1.32962 -0.44111 -0.72238 0.58 1.08 1.57 -0.023
Cl 1.59574 -1.20742 -0.69986 -1.13 0.49 0.04 -0.015
Br 0.87807 1.70687 -0.37024 -0.17 -0.71 0.29 0.093
H -1.52690 0.56261 0.26248 -0.43 -1.13 -1.13 0.251
```
Positions in Å, forces in eV/Å.

Values from the calculation:
Charge: 0
Energy, eV: -97167.08359
Kohn-Sham gap (alpha / beta), eV: 7.645 / 7.392

---

Below is 2 unconnected molecules or ions with the total composition CHBrClNO in a non-equilibrium geometry, with properties calculated with ωB97M-V/def2-TZVPD.

Geometry as XYZ:
```
6
Properties=species:S:1:pos:R:3:forces:R:3:mulliken_charge:R:1
O -0.91397 1.91329 1.55903 0.45 3.36 1.35 -0.601
N -1.11478 0.83379 1.19735 -0.39 -5.42 -2.45 0.496
C -1.14132 -0.23940 0.70316 -0.46 0.91 0.74 0.171
Cl -1.73900 -1.76345 0.30060 0.42 1.15 0.35 -0.063
Br 2.02010 -0.81344 -1.50150 0.47 0.48 -0.41 -0.213
H 2.88897 0.06922 -2.25864 -0.49 -0.49 0.43 0.210
```
Positions in Å, forces in eV/Å.

Values from the calculation:
Charge: 0
Energy, eV: -87151.99459
SMILES string: [O-][N+]#CCl.Br
Kohn-Sham gap, eV: 9.943

---

Below is 2 unconnected molecules or ions with the total composition CHBrClNO in a non-equilibrium geometry, with properties calculated with ωB97M-V/def2-TZVPD.

Geometry as XYZ:
```
6
Properties=species:S:1:pos:R:3:forces:R:3:mulliken_charge:R:1
C 0.59202 0.34619 -0.20285 -0.91 -0.06 1.02 0.330
N -0.41993 -0.43951 -0.04236 -0.18 0.95 -0.52 0.129
O -0.44833 -1.64922 -0.07987 -0.27 -0.21 0.11 -0.367
Cl 0.45680 2.08151 -0.03543 0.12 -1.29 -0.24 -0.120
Br 2.20302 -0.59051 -0.04860 0.80 0.54 -0.27 -0.058
H -2.38358 0.25154 0.40911 0.43 0.07 -0.11 0.086
```
Positions in Å, forces in eV/Å.

Values from the calculation:
Charge: 0
Energy, eV: -87149.53210
Kohn-Sham gap (alpha / beta), eV: 9.418 / 7.754

---

Below is a molecular structure, CHBrINO2 in a non-equilibrium geometry, with properties calculated with ωB97M-V/def2-TZVPD.

Geometry as XYZ:
```
7
Properties=species:S:1:pos:R:3:forces:R:3:mulliken_charge:R:1
C 0.12906 0.01123 0.50918 -4.20 -2.18 3.48 -0.452
N -0.25235 -0.03056 -0.90638 0.42 0.09 -0.19 0.850
O -1.36261 0.31985 -1.18029 -0.72 -0.05 -0.57 -0.491
O 0.65430 -0.32565 -1.64420 -0.32 -0.09 -1.17 -0.490
Br 0.14492 1.80221 1.01023 0.30 0.99 0.45 0.002
I 1.76698 -1.14525 0.86109 1.10 -0.55 0.70 0.235
H -1.08029 -0.63183 1.35036 3.41 1.79 -2.70 0.347
```
Positions in Å, forces in eV/Å.

Values from the calculation:
Charge: 0
Energy, eV: -84775.74611
Kohn-Sham gap, eV: 9.244

---

Below is a single CHBrN2 molecule in a non-equilibrium geometry, with properties calculated with ωB97M-V/def2-TZVPD.

Geometry as XYZ:
```
5
Properties=species:S:1:pos:R:3:forces:R:3:mulliken_charge:R:1
Br 2.56182 0.22703 -0.01284 0.93 0.10 -0.18 -0.111
C 0.92128 -0.62719 -0.02535 -3.61 1.93 -1.43 0.148
N 0.62237 -1.92532 -0.58616 1.16 -0.66 -0.12 -0.148
N 0.72905 -1.90044 0.63244 -0.67 0.24 0.14 -0.173
H 0.01991 0.11542 -0.32054 2.19 -1.61 1.59 0.284
```
Positions in Å, forces in eV/Å.

Values from the calculation:
Charge: 0
Energy, eV: -74073.03634
SMILES string: BrC1N=N1
Kohn-Sham gap, eV: 10.165

---

Below is 2 unconnected molecules or ions with the total composition CHBrNO2 in a non-equilibrium geometry, with properties calculated with ωB97M-V/def2-TZVPD.

Geometry as XYZ:
```
6
Properties=species:S:1:pos:R:3:forces:R:3:mulliken_charge:R:1
C 0.38334 1.24758 0.41131 -1.26 1.15 -1.18 0.664
N -0.58237 -0.86564 -0.84765 0.73 1.04 -0.43 -0.666
O 1.31397 0.84029 0.97584 0.31 -0.62 0.31 -0.398
O -0.41142 1.98008 -0.06191 0.63 -0.75 0.58 -0.430
Br -1.09794 -2.04909 0.49677 -0.33 -0.73 0.81 -0.298
H 0.39442 -1.15323 -0.97436 -0.09 -0.09 -0.09 0.127
```
Positions in Å, forces in eV/Å.

Values from the calculation:
Charge: -1
Energy, eV: -76680.80630
Kohn-Sham gap, eV: 6.122

---

Below is 2 unconnected molecules or ions with the total composition CHBrS, with properties calculated with ωB97M-V/def2-TZVPD.

Geometry as XYZ:
```
4
Properties=species:S:1:pos:R:3:forces:R:3:mulliken_charge:R:1
C -1.02823 0.02550 0.16155 -0.26 -0.47 -0.11 0.030
S -1.45359 -1.42485 -0.07700 0.02 0.08 0.08 -0.078
Br 2.69866 0.69079 -0.05688 -0.39 -0.05 -0.01 -0.136
H -0.21685 0.70856 -0.02767 0.63 0.43 0.04 0.184
```
Positions in Å, forces in eV/Å.

Values from the calculation:
Charge: 0
Energy, eV: -81927.15035
Kohn-Sham gap (alpha / beta), eV: 9.754 / 4.291

---

Below is a molecular structure, CHCl2F2P in a non-equilibrium geometry, with properties calculated with ωB97M-V/def2-TZVPD.

Geometry as XYZ:
```
7
Properties=species:S:1:pos:R:3:forces:R:3:mulliken_charge:R:1
C -0.38046 -0.45224 0.32553 -0.09 -2.95 -0.99 -0.041
F 0.75815 0.88866 -2.16747 -0.58 0.45 3.79 -0.575
F 1.83300 0.90329 0.57639 -0.20 0.13 0.03 -0.152
P 0.35626 1.22096 0.16818 1.01 -0.86 -3.42 0.627
Cl -1.71055 -0.39280 -0.83951 -0.75 0.47 0.14 -0.082
Cl -0.96491 -0.73247 2.03822 0.57 0.43 -1.08 -0.124
H 0.10851 -1.43540 -0.10134 0.03 2.33 1.52 0.348
```
Positions in Å, forces in eV/Å.

Values from the calculation:
Charge: 0
Energy, eV: -40820.15985
Kohn-Sham gap, eV: 9.239

---

Below is a molecular structure, CHCl2NS in a non-equilibrium geometry, with properties calculated with ωB97M-V/def2-TZVPD.

Geometry as XYZ:
```
6
Properties=species:S:1:pos:R:3:forces:R:3:mulliken_charge:R:1
C 1.65867 0.13184 -0.03928 -1.89 0.92 -2.62 0.486
N 0.76221 0.30858 -0.79119 2.76 -0.67 2.67 -0.294
S -3.10676 0.20534 1.10424 0.39 0.10 -0.11 -0.397
Cl 3.07682 0.05533 0.74425 -0.43 -0.12 0.06 0.003
Cl -1.86805 -0.67740 -0.36417 0.43 0.06 -0.35 -0.221
H -0.52288 -0.02369 -0.65384 -1.25 -0.30 0.35 0.422
```
Positions in Å, forces in eV/Å.

Values from the calculation:
Charge: 0
Energy, eV: -38419.65018
Kohn-Sham gap, eV: 6.455

---

Below is 2 unconnected molecules or ions with the total composition CHCl2OPS in a non-equilibrium geometry, with properties calculated with ωB97M-V/def2-TZVPD.

Geometry as XYZ:
```
7
Properties=species:S:1:pos:R:3:forces:R:3:mulliken_charge:R:1
O -1.74876 -1.77720 -0.03762 0.85 -1.33 -0.19 -0.398
P -2.15050 -0.45832 -0.47943 -0.28 0.34 -0.71 0.530
Cl -3.07790 0.26421 1.15638 -0.57 0.96 0.81 -0.193
S 0.49908 1.27391 -0.71740 -0.09 -0.47 -0.32 -0.225
C 1.70983 0.33456 -0.23484 -1.19 0.31 1.06 0.054
Cl 3.18218 1.06023 0.16959 1.03 -0.24 0.00 -0.082
H 1.58607 -0.69740 0.14333 0.25 0.43 -0.65 0.314
```
Positions in Å, forces in eV/Å.

Values from the calculation:
Charge: 0
Energy, eV: -48269.54058
SMILES string: O=PCl.S=CCl
Kohn-Sham gap, eV: 8.331

---

Below is a molecular structure, CHCl2OPS in a non-equilibrium geometry, with properties calculated with ωB97M-V/def2-TZVPD.

Geometry as XYZ:
```
7
Properties=species:S:1:pos:R:3:forces:R:3:mulliken_charge:R:1
C 0.87440 0.09522 0.87098 -0.40 0.31 -0.28 0.133
O -0.34292 0.71745 -1.64324 2.18 1.10 -0.98 -0.471
P -1.57905 0.44589 -0.94955 -1.72 1.60 0.81 0.433
S -0.63304 -0.13253 1.47478 1.83 0.21 -0.46 -0.193
Cl -1.84317 -1.47062 -1.27964 -0.80 -2.64 -0.27 -0.170
Cl 2.35087 -0.10303 1.67059 0.15 -0.28 0.74 -0.083
H 1.17292 0.44762 -0.14392 -1.25 -0.29 0.44 0.351
```
Positions in Å, forces in eV/Å.

Values from the calculation:
Charge: 0
Energy, eV: -48269.57699
Kohn-Sham gap, eV: 8.047

---

Below is 2 unconnected molecules or ions with the total composition CHCl3N2 in a non-equilibrium geometry, with properties calculated with ωB97M-V/def2-TZVPD.

Geometry as XYZ:
```
7
Properties=species:S:1:pos:R:3:forces:R:3:mulliken_charge:R:1
Cl -0.96952 -1.16672 -1.59656 -0.02 0.32 0.44 -0.024
N -1.56808 -0.38273 -0.16954 -1.47 -3.11 0.21 -0.236
Cl -1.05005 -1.26446 1.28894 -0.08 0.90 -0.95 -0.064
H -1.21899 0.52505 -0.15996 1.44 1.81 0.23 0.323
N 0.89446 1.40136 -0.67941 -0.14 0.13 -0.13 -0.397
C 1.51587 0.82836 0.09715 0.04 0.13 0.04 0.437
Cl 2.39632 0.05914 1.21940 0.23 -0.18 0.17 -0.040
```
Positions in Å, forces in eV/Å.

Values from the calculation:
Charge: 0
Energy, eV: -41597.58456
SMILES string: ClNCl.N#CCl
Kohn-Sham gap, eV: 9.810